Formula: C3H10NS
Source: the OMol25 dataset
Level of theory: ωB97M-V with the def2-TZVPD basis set

Atoms and positions in Å:
C (-2.53807, 1.31508, 0.43097)
S (-2.68013, -0.22720, -0.49513)
H (-1.48943, 1.51836, 0.68511)
H (-2.92751, 2.17622, -0.10772)
H (-3.00090, 1.31818, 1.46161)
C (1.93363, 0.33197, 0.02868)
C (1.28370, -0.87944, -0.77858)
N (0.56473, -1.84630, 0.16277)
H (1.47947, 0.36435, 1.00483)
H (2.94764, -0.02055, 0.06175)
H (1.75104, 1.28529, -0.56433)
H (0.56862, -0.51947, -1.54290)
H (2.03359, -1.53362, -1.19367)
H (0.46065, -1.27546, 0.99427)
H (-0.38705, -2.00742, -0.14766)

Cartesian forces, eV/Å:
C 0.292 0.133 1.438
S -0.169 -0.312 -0.139
H 0.093 0.166 -0.298
H -0.074 0.136 -0.074
H -0.067 -0.191 -0.965
C -1.168 -1.019 -2.505
C -1.559 -0.317 1.131
N 0.907 1.162 -0.122
H -0.026 0.348 0.338
H 0.821 0.861 0.480
H 0.597 -1.104 1.017
H 0.426 -0.163 0.321
H 0.553 0.395 -0.694
H -0.472 -0.431 0.214
H -0.155 0.335 -0.142

Properties
HOMO level = -2.28 eV
frontier orbital gap = 6.25 eV
energy above the lowest of the compared OMol25 structures with the same formula, charge and spin = 29.6 kcal per mole
E_LUMO = 3.97 eV
net charge = -1

Results of the natural (NBO) charge analysis, in e, for atoms 1 through 8: -0.745, -0.730, 0.162, 0.170, 0.160, -0.634, -0.223, -0.865